Below is CH3ClN2O in the gas phase at a distorted geometry, with properties calculated with ωB97M-V with the def2-TZVPD basis set.

Last column: Löwdin charge in e.
Cartesian coordinates (Å):
O: -1.58499 1.30509 -0.41124  0.07
C: -0.40646 1.17959 -0.39797  -0.42
N: 0.38031 0.08171 -0.18350  -0.07
N: -0.16496 -1.34923 -0.02558  -0.43
Cl: -0.34635 -1.71583 1.65832  0.54
H: 0.44147 2.05956 -0.58777  0.17
H: 1.11900 0.25909 0.47704  0.09
H: 0.56198 -1.81996 -0.52928  0.05

As for the multiplicity: 1. The total energy is -684.75477 Ha. Its structure (SMILES) is O=CNNCl. The gap between HOMO and LUMO comes out at 10.7 eV. For the energy above the lowest of the compared OMol25 structures with the same formula, charge and spin, the calculation gives 160.4 kJ/mol.